44
Properties=species:S:1:pos:R:3 method="wB97M-V/def2-TZVPD" gap_ev=10.36 energy_ev=-19529.8740 max_force_ev_per_a=0.6 multiplicity=1
C -5.876 -1.058 0.219
C -4.982 -0.711 -0.497
C -3.882 -0.299 -1.345
C -2.593 -0.089 -0.540
C -2.733 1.064 0.452
C -1.494 1.270 1.332
C -0.517 2.331 0.820
C 0.110 1.996 -0.533
C 1.315 2.873 -0.877
C 2.564 2.571 -0.037
C 3.002 1.132 -0.257
O 3.647 0.779 -1.222
N 2.601 0.275 0.711
H 2.014 0.612 1.457
C 2.796 -1.154 0.625
C 1.469 -1.891 0.430
C 1.627 -3.411 0.447
C 2.416 -3.942 -0.744
H 2.427 -5.029 -0.732
H 3.444 -3.591 -0.720
H 1.963 -3.614 -1.676
H 0.632 -3.862 0.443
H 2.121 -3.711 1.375
H 1.026 -1.583 -0.520
H 0.785 -1.598 1.232
H 3.458 -1.318 -0.227
H 3.288 -1.509 1.537
H 3.372 3.222 -0.370
H 2.378 2.761 1.020
H 1.575 2.716 -1.926
H 1.048 3.925 -0.751
H -0.641 2.131 -1.314
H 0.417 0.949 -0.547
H -1.034 3.291 0.748
H 0.270 2.448 1.569
H -0.970 0.318 1.440
H -1.818 1.576 2.330
H -2.953 1.988 -0.088
H -3.594 0.848 1.089
H -1.776 0.103 -1.236
H -2.362 -1.007 0.006
H -4.155 0.630 -1.855
H -3.720 -1.070 -2.105
H -6.667 -1.362 0.837


18
Properties=species:S:1:pos:R:3 method="wB97M-V/def2-TZVPD" gap_ev=9.67 energy_ev=-7424.8338 max_force_ev_per_a=5.0 multiplicity=1
C 1.898 -0.149 -2.180
C 1.364 0.800 -1.045
C -0.083 0.563 -0.813
C -0.530 0.891 0.449
C -1.055 0.088 -1.968
H 1.832 -1.163 -1.760
H 1.364 0.031 -3.178
H 2.982 0.243 -2.353
H 1.764 0.592 -0.027
H 1.826 1.774 -1.071
H -1.502 0.880 0.877
H 0.145 1.354 1.257
H -0.709 -0.666 -2.745
H -2.046 -0.287 -1.616
H -1.298 1.140 -2.391
H -1.050 -2.163 5.249
H -0.762 -1.241 4.110
O -1.514 -1.706 4.624


53
Properties=species:S:1:pos:R:3 method="wB97M-V/def2-TZVPD" gap_ev=9.03 energy_ev=-114204.7477 max_force_ev_per_a=1.2 multiplicity=1
C 2.819 1.942 -2.773
C 2.026 2.637 -1.681
H 2.313 3.690 -1.585
H 0.948 2.586 -1.857
O 2.281 1.973 -0.444
C 2.002 2.655 0.672
O 1.701 3.816 0.702
C 2.274 1.779 1.887
H 3.340 1.528 1.829
C 1.494 0.453 1.815
N 0.100 0.551 2.171
S -1.001 0.931 0.950
O -0.491 1.971 0.100
O -2.245 1.093 1.623
C -0.844 -0.614 0.024
C -0.761 -0.641 -1.357
C -0.290 -1.775 -2.030
C 0.023 -2.921 -1.339
C -0.149 -2.911 0.044
C -0.553 -1.776 0.723
H -0.632 -1.766 1.798
Br 0.246 -4.483 1.026
H 0.383 -3.805 -1.842
C -0.244 -1.489 -3.502
H 0.732 -1.710 -3.934
H -0.989 -2.091 -4.028
C -0.575 0.017 -3.570
N -1.113 0.358 -2.257
C -2.204 1.156 -1.987
O -2.822 1.009 -0.958
C -2.567 2.200 -3.017
H -2.741 1.744 -3.993
H -3.501 2.648 -2.676
C -1.490 3.280 -3.113
H -1.865 4.129 -3.679
H -1.222 3.617 -2.114
H -0.598 2.905 -3.609
H -1.297 0.239 -4.355
H 0.331 0.602 -3.753
C -0.128 1.225 3.435
C 0.483 2.623 3.434
C 1.987 2.522 3.193
H 2.455 1.983 4.021
H 2.422 3.521 3.137
H 0.285 3.116 4.386
H 0.026 3.207 2.634
H 0.316 0.611 4.226
H -1.208 1.266 3.573
H 1.956 -0.262 2.507
H 1.555 0.048 0.803
H 2.576 0.882 -2.797
H 2.590 2.389 -3.737
H 3.886 2.042 -2.586